[1]
Density functional theory data (the ωB97M-V functional and the def2-TZVPD basis) for a 7-piece molecular cluster, C48H85F3N9O10PSSi overall.

The geometry in XYZ format:
```
158
Properties=species:S:1:pos:R:3:mulliken_charge:R:1
C -0.2773 -1.5648 -6.0460 -0.956
C 0.1374 -0.0314 -5.8855 0.682
C -1.1637 0.8112 -5.6296 -1.087
C 1.1995 0.0300 -4.7231 -0.953
C 1.3975 1.4316 -4.0933 0.299
C 2.3698 2.3312 -4.6911 -0.763
C 2.5885 3.6151 -4.0822 -1.262
C 1.8912 4.0968 -2.8755 0.718
C 2.3348 5.5013 -2.3716 -1.007
C 1.2586 6.3688 -1.6718 0.261
O 1.4364 6.6437 -0.5148 -0.537
O 0.1331 6.8961 -2.2914 -0.282
C 0.8996 3.2155 -2.2871 -1.881
C 0.6919 1.8941 -2.9217 2.204
S -0.5219 0.7949 -2.1062 0.267
C -0.1933 1.1813 -0.3445 0.992
C -0.2358 0.1760 0.7104 -0.012
C -0.5187 -1.3177 0.4108 -0.923
C -1.9452 -1.5952 -0.2296 -0.221
C -1.8253 -2.8744 -1.1195 0.320
F -2.2191 -4.1003 -0.5986 -0.359
C -1.3505 -2.8552 -2.4178 0.090
F -0.0624 -2.6236 -2.7765 -0.115
F -2.2406 -3.1425 -3.4282 -0.261
C -0.0072 0.5937 2.0847 0.603
C -0.0633 -0.3626 3.3288 -1.576
C -1.5722 -0.7871 3.6286 0.939
O -1.6752 -1.6868 4.7361 -0.564
C -2.5178 0.4522 3.9558 0.036
N -2.5929 0.5576 5.4512 -0.591
C 0.2662 1.9925 2.3572 -0.624
C 0.3281 2.9915 1.3041 0.192
P 0.6559 4.7501 1.8239 0.466
N -0.5620 5.6344 1.2868 -0.632
C 0.1057 2.6033 -0.0781 -2.061
N 0.1462 3.6246 -1.1130 1.494
C -1.2803 3.9702 -1.4120 -0.491
C -1.5966 4.3178 -2.9066 0.130
O -2.8241 5.1180 -2.8709 -0.372
Si -3.1030 5.9384 -4.3353 0.620
C -4.7449 6.9265 -4.2005 -1.128
C -1.7713 7.1962 -4.8277 -0.930
C -3.3252 4.6188 -5.6909 -0.886
H 0.5482 -2.1285 -6.5609 0.332
H -1.2350 -1.6908 -6.6053 0.359
H -0.3873 -2.0232 -5.0268 -0.088
H 0.6400 0.2291 -6.8550 0.280
H -1.5770 0.4953 -4.6346 0.086
H -1.9194 0.5268 -6.4120 0.510
H -0.9224 1.9007 -5.6451 0.191
H 2.1841 -0.2957 -5.1646 0.455
H 0.9847 -0.7045 -3.8992 -0.099
H 2.9885 2.0756 -5.5810 0.373
H 3.3484 4.2847 -4.5534 0.279
H 3.2299 5.4140 -1.7157 0.413
H 2.6603 6.0719 -3.2885 0.457
H 0.2150 7.8612 -2.3670 0.358
H 0.2512 -1.7039 -0.3129 0.525
H -0.4347 -1.9484 1.3356 0.160
H -2.2850 -0.7540 -0.8809 0.432
H -2.7072 -1.8282 0.5520 0.417
H 0.5653 -1.2738 3.1604 0.598
H 0.2767 0.2037 4.2345 0.252
H -2.0139 -1.2865 2.7196 -0.348
H -1.1002 -2.4471 4.5313 0.363
H -2.1759 1.4073 3.4674 -0.406
H -3.5666 0.2535 3.6026 0.425
H -3.5690 0.4172 5.7039 0.244
H -2.3086 1.5069 5.7091 0.239
H 0.4123 2.3265 3.4102 0.215
H 1.9271 5.1657 1.3432 0.040
H 0.6216 4.8272 3.2547 -0.206
H -1.0612 6.0739 2.0602 0.253
H -1.6630 4.8098 -0.7706 0.163
H -1.9265 3.0843 -1.1442 0.304
H -0.8313 4.9481 -3.4200 -0.066
H -1.8703 3.4027 -3.5054 0.119
H -4.7329 7.8218 -4.8837 0.307
H -4.8953 7.3277 -3.1669 0.310
H -5.5968 6.2485 -4.4573 0.292
H -0.7183 6.8226 -4.7390 0.216
H -1.8388 8.1526 -4.2348 0.257
H -1.9408 7.4836 -5.8969 0.395
H -2.3335 4.1019 -5.8082 0.101
H -4.0766 3.8815 -5.2932 0.258
H -3.6916 5.0800 -6.6394 0.409
C -0.7744 -8.1723 0.9154 -0.896
N -0.0558 -6.9660 1.2787 0.304
C -0.3190 -5.7404 0.5461 -1.236
C 0.8527 -6.9455 2.2792 0.120
O 1.4881 -5.9689 2.6328 -0.646
H -0.5589 -8.4186 -0.1274 0.267
H -1.8464 -8.0008 1.0339 0.339
H -0.4751 -9.0072 1.5480 0.323
H 0.6102 -5.3929 0.0870 0.221
H -0.6721 -4.9768 1.2406 0.451
H -1.0665 -5.9087 -0.2232 0.470
H 0.9786 -7.9251 2.7699 0.264
C 2.5772 -8.9050 5.9783 -0.960
N 1.2645 -9.5158 6.0611 0.103
C 1.1183 -10.7820 6.7552 -0.951
C 0.1697 -8.9411 5.5105 0.026
O -0.9564 -9.3988 5.5437 -0.622
H 3.2584 -9.5861 5.4630 0.337
H 2.9490 -8.7145 6.9876 0.361
H 2.5328 -7.9634 5.4310 0.337
H 0.7208 -11.5285 6.0647 0.304
H 0.4134 -10.6620 7.5802 0.292
H 2.0801 -11.1159 7.1412 0.383
H 0.3899 -7.9840 5.0090 0.385
C -5.1458 5.9949 2.1917 -0.989
N -4.5093 4.8773 2.8598 0.147
C -5.1537 4.2888 4.0191 -0.902
C -3.3299 4.3652 2.4336 0.529
O -2.7460 3.4281 2.9518 -0.484
H -5.2561 6.8208 2.8988 0.348
H -6.1320 5.6870 1.8364 0.362
H -4.5492 6.3290 1.3433 0.300
H -4.4848 4.3604 4.8797 0.245
H -5.3556 3.2335 3.8232 0.257
H -6.0873 4.8053 4.2376 0.387
H -2.9246 4.8800 1.5502 -0.226
C 0.9835 5.0433 8.6552 -0.931
N 1.0767 5.0639 7.2087 0.145
C 0.1376 5.8736 6.4535 -0.794
C 2.0117 4.3520 6.5383 0.060
O 2.1387 4.3296 5.3288 -0.539
H -0.0020 4.6728 8.9463 0.336
H 1.1179 6.0574 9.0383 0.334
H 1.7481 4.3962 9.0833 0.291
H -0.4258 5.2321 5.7718 0.156
H 0.6882 6.6092 5.8633 0.297
H -0.5492 6.3846 7.1263 0.366
H 2.6737 3.7717 7.2019 0.278
C 6.5522 -1.7726 -2.7482 -0.932
N 5.5535 -1.2578 -3.6641 0.158
C 4.4736 -2.1289 -4.0897 -0.736
C 5.5962 0.0102 -4.1348 0.068
O 4.7908 0.5009 -4.9035 -0.524
H 7.0492 -2.6318 -3.2045 0.335
H 6.0635 -2.0853 -1.8226 0.334
H 7.2964 -1.0110 -2.5185 0.283
H 4.4975 -2.2291 -5.1771 0.293
H 3.5179 -1.6858 -3.8023 0.037
H 4.5747 -3.1107 -3.6295 0.424
H 6.4539 0.5858 -3.7500 0.282
C 1.2346 -7.2381 -2.9173 -0.751
N 2.3343 -8.0504 -2.4368 0.144
C 3.2020 -7.5183 -1.4012 -0.979
C 2.5794 -9.2916 -2.9226 0.115
O 3.4829 -10.0183 -2.5608 -0.580
H 1.6333 -6.3091 -3.3320 0.340
H 0.5699 -7.0096 -2.0806 0.156
H 0.6714 -7.7617 -3.6891 0.332
H 4.2278 -7.4820 -1.7732 0.329
H 3.1714 -8.1768 -0.5308 0.289
H 2.8810 -6.5178 -1.1141 0.354
H 1.8641 -9.6002 -3.7035 0.267
```

Structure (SMILES): CC(C)Cc1ccc(CC(=O)O)c2c1Sc1c(CCC(F)=C(F)F)c(C[C@@H](O)CN)cc([PH2]=N)c1N2CCO[Si](C)(C)C.CN(C)C=O.CN(C)C=O.CN(C)C=O.CN(C)C=O.CN(C)C=O.CN(C)C=O
2S+1: 1



[2]
Density functional theory data (the ωB97M-V functional and the def2-TZVPD basis) for C48H92BI2N2O13S2 as an isolated structure.

The geometry in XYZ format:
```
160
Properties=species:S:1:pos:R:3:mulliken_charge:R:1
C -0.0704 -2.1325 -0.5102 -1.111
O 1.0758 -1.3056 -0.6893 1.471
C 0.7049 -0.2784 -1.6236 -2.833
C 1.9444 0.5734 -2.1241 4.205
C 1.6703 0.7343 -3.6774 -0.805
O 2.6408 0.8056 -4.4843 -0.786
O 0.4922 0.8587 -4.0583 -0.763
C 1.8153 2.0277 -1.5844 -2.572
I 1.7102 3.6422 -3.0054 -0.068
C 1.7656 2.3993 -0.3043 1.266
C 1.6150 3.8488 0.1663 -1.942
I 1.9302 0.9812 1.2524 0.124
N 3.1756 -0.1120 -1.8095 2.215
C 3.4392 -1.2981 -2.5684 -0.542
C 4.1133 -2.4270 -1.7460 -1.433
C 3.8086 -2.3234 -0.2512 1.264
S 5.1381 -3.0591 0.8000 -0.269
C 4.2442 -3.6139 2.2656 0.334
S 3.5664 -5.0945 2.2598 -0.246
N 4.1233 -2.8204 3.4515 0.504
C 5.1674 -1.8271 3.5889 -0.393
C 5.1945 -0.5969 2.9517 0.580
C 6.2242 0.2739 3.1963 -0.996
C 7.2557 -0.0287 4.0620 -0.531
C 7.2241 -1.2558 4.7034 -0.617
C 6.1936 -2.1339 4.4571 -0.290
C 2.8016 -2.2718 3.6567 -1.773
C 2.0783 -1.5953 2.6919 2.215
C 0.8246 -1.0865 2.9403 -1.478
C 0.2305 -1.2203 4.1782 -2.071
C 0.9666 -1.8696 5.1512 0.130
C 2.2155 -2.3814 4.9032 -0.315
C 4.3461 0.6620 -1.4356 -1.451
B 5.0788 1.4279 -2.6437 0.915
O 5.5680 0.8112 -3.7776 -0.607
O 5.2830 2.7999 -2.5455 -0.683
H -0.2271 -2.7411 -1.4199 0.096
H 0.0200 -2.7463 0.3909 0.313
H -0.9550 -1.4800 -0.4259 0.165
H 0.2254 -0.8066 -2.4572 0.686
H -0.0235 0.4138 -1.1754 0.235
H 1.5082 3.8452 1.2605 0.300
H 0.6914 4.2721 -0.2432 0.535
H 2.4791 4.4517 -0.1317 0.342
H 4.0555 -1.1395 -3.4699 0.794
H 2.4966 -1.6986 -2.9570 -0.359
H 5.2054 -2.3498 -1.9009 0.513
H 3.8565 -3.4252 -2.1228 0.223
H 2.8967 -2.8943 -0.0363 0.216
H 3.6644 -1.2989 0.0996 -0.945
H 4.3757 -0.3391 2.2827 0.336
H 6.2422 1.2540 2.7200 0.427
H 8.0764 0.6602 4.2478 0.398
H 8.0073 -1.5120 5.4156 0.358
H 6.1825 -3.0850 4.9893 0.420
H 2.4751 -1.4346 1.6908 0.252
H 0.2927 -0.5698 2.1434 0.931
H -0.7676 -0.8381 4.3755 0.625
H 0.4886 -1.9592 6.1261 0.348
H 2.7112 -2.8662 5.7430 0.478
H 4.2153 1.3771 -0.6124 0.025
H 5.1056 -0.0560 -1.0571 0.192
H 5.1836 1.2955 -4.5257 0.297
H 4.9903 3.1009 -1.6773 0.323
C -4.1206 0.8006 -2.4474 -1.633
C -3.4509 0.3115 -1.1721 0.232
C -3.9564 1.0607 0.0515 -0.467
O -2.0411 0.4853 -1.2773 -0.220
H -3.9086 1.8607 -2.6116 0.330
H -3.7347 0.2602 -3.3129 0.402
H -5.2040 0.6643 -2.4031 0.430
H -3.6360 -0.7586 -1.0501 0.359
H -3.7354 2.1265 -0.0286 0.008
H -3.4569 0.7009 0.9538 0.232
H -5.0343 0.9364 0.1773 0.133
H -1.8724 1.4295 -1.3887 0.109
C -1.1301 2.7154 5.5168 -1.301
C -0.0358 2.1853 4.6010 0.905
C 0.7667 1.0826 5.2744 -0.183
O 0.8358 3.2559 4.2317 -0.499
H -0.6988 3.1451 6.4262 0.351
H -1.6910 3.5114 5.0221 0.279
H -1.8256 1.9234 5.8019 0.166
H -0.4806 1.8030 3.6805 0.068
H 1.2591 1.4603 6.1766 0.598
H 1.5520 0.7207 4.6089 -0.043
H 0.1307 0.2391 5.5523 -0.627
H 1.2364 3.6019 5.0365 0.325
C 1.6001 -5.0662 -5.4609 -1.426
C 0.5603 -4.1268 -4.8674 0.281
C -0.3221 -3.5224 -5.9494 -0.796
O 1.2077 -3.0854 -4.1480 -0.270
H 2.2588 -4.5270 -6.1478 0.363
H 2.2306 -5.4837 -4.6743 0.339
H 1.1280 -5.8885 -6.0039 0.387
H -0.0580 -4.6717 -4.1509 0.256
H 0.2726 -2.9325 -6.6518 0.394
H -1.0566 -2.8455 -5.5110 0.339
H -0.8513 -4.2995 -6.5069 -0.127
H 1.7592 -2.5941 -4.7708 0.230
C -1.8491 -1.2184 9.3851 -1.357
C -0.7896 -0.3008 8.7934 0.425
C -0.8650 1.0928 9.3985 -1.350
O -0.9596 -0.2195 7.3801 -0.337
H -2.8520 -0.8336 9.1787 0.322
H -1.7888 -2.2109 8.9364 0.333
H -1.7298 -1.3161 10.4657 0.413
H 0.2010 -0.7234 8.9688 0.306
H -1.8367 1.5511 9.1924 0.311
H -0.1057 1.7414 8.9592 0.282
H -0.7167 1.0640 10.4796 0.447
H -1.8314 0.1530 7.2068 0.221
C -4.2404 5.6498 2.3200 -1.548
C -3.3110 4.5836 1.7576 1.118
C -1.8771 5.0837 1.6822 -1.373
O -3.7554 4.1970 0.4567 -0.538
H -4.2445 6.5355 1.6787 0.389
H -5.2676 5.2808 2.3615 0.337
H -3.9365 5.9494 3.3247 0.369
H -3.3540 3.6899 2.3849 -0.058
H -1.8059 5.9519 1.0200 0.429
H -1.2244 4.3128 1.2706 0.094
H -1.5019 5.3662 2.6675 0.414
H -3.7240 4.9732 -0.1140 0.314
C -3.6685 -6.6695 -8.8139 -1.227
C -2.9594 -7.1624 -7.5612 0.360
C -3.4262 -6.4031 -6.3283 -1.160
O -1.5497 -7.0085 -7.7171 -0.555
H -3.4528 -5.6118 -8.9882 0.310
H -3.3190 -7.2163 -9.6911 0.316
H -4.7499 -6.7948 -8.7323 0.385
H -3.1483 -8.2291 -7.4284 0.287
H -3.2041 -5.3366 -6.4216 0.261
H -2.9045 -6.7597 -5.4390 0.296
H -4.5003 -6.5215 -6.1732 0.394
H -1.3653 -6.0700 -7.8359 0.313
C 2.3324 4.4234 -7.4280 -0.914
C 1.4647 3.6047 -8.3699 0.345
C 0.0190 3.5702 -7.8951 -1.083
O 1.9724 2.2758 -8.4548 -0.579
H 2.3263 3.9803 -6.4313 0.029
H 3.3691 4.4333 -7.7691 0.302
H 1.9798 5.4551 -7.3546 0.363
H 1.5116 4.0282 -9.3761 0.284
H -0.0507 3.1063 -6.9072 0.195
H -0.5916 2.9719 -8.5738 0.305
H -0.4038 4.5763 -7.8390 0.358
H 1.9376 1.8865 -7.5692 0.374
C -7.7590 1.6513 1.9544 -1.159
C -7.0826 1.1630 3.2267 0.394
C -7.5938 1.9150 4.4471 -1.253
O -5.6723 1.3315 3.1148 -0.367
H -7.5488 2.7117 1.7879 0.247
H -7.3780 1.1106 1.0874 0.234
H -8.8412 1.5145 2.0035 0.420
H -7.2644 0.0943 3.3520 0.279
H -7.3786 2.9839 4.3593 0.298
H -7.0949 1.5613 5.3507 0.303
H -8.6709 1.7863 4.5699 0.399
H -5.4929 2.2718 3.0019 0.183
```

Total charge: -1
2S+1: 1



[3]
Density functional theory data (the ωB97M-V functional and the def2-TZVPD basis) for a 8-piece molecular cluster, C48H93N5 overall.

The geometry in XYZ format:
```
146
Properties=species:S:1:pos:R:3:mulliken_charge:R:1
C 0.2732 2.0724 5.3323 -1.375
C -0.1628 3.0564 4.2938 -0.612
N 0.4136 2.9161 2.9761 1.070
C 0.0363 3.9863 2.0720 -1.154
C 0.0559 3.5997 0.6073 -0.303
C 1.8945 2.7248 3.0165 -0.845
C 2.7128 3.7724 3.7497 -1.421
H -0.4226 2.1025 6.1663 0.437
H 1.2769 2.2781 5.7188 0.292
H 0.1918 1.0789 4.8565 0.199
H -1.2350 2.9967 4.2281 0.321
H -0.0176 4.0882 4.6841 0.507
H -0.9948 4.3226 2.2819 0.484
H 0.6017 4.8593 2.1573 0.410
H 1.1465 3.4301 0.2793 0.356
H -0.5445 2.7008 0.3507 -0.403
H -0.3156 4.4558 0.0664 0.256
H 2.2055 2.5806 2.0188 0.544
H 2.0718 1.7986 3.5445 0.328
H 2.5737 3.8366 4.8575 0.234
H 2.5654 4.7758 3.2822 0.265
H 3.7631 3.4578 3.6651 0.467
C -0.9996 -7.6688 5.8035 -1.284
C -1.1461 -6.2392 5.3068 -0.275
N -1.8734 -6.0540 4.1039 0.081
C -1.3825 -6.6985 2.9086 -0.845
C -0.1159 -6.0811 2.2768 -0.669
C -2.2398 -4.6359 3.9034 -0.870
C -3.1723 -4.3956 2.7244 -1.114
H -0.3742 -7.6875 6.6958 0.402
H -0.4999 -8.2788 5.0336 0.297
H -1.9525 -8.1539 6.0775 0.294
H -1.6330 -5.5943 6.0579 0.346
H -0.1094 -5.8484 5.2708 0.271
H -1.2171 -7.7642 3.0460 0.410
H -2.1247 -6.5396 2.1775 0.364
H 0.7352 -6.2555 2.9611 0.303
H 0.0755 -6.5579 1.2953 0.435
H -0.1331 -4.9814 2.0552 -0.077
H -1.3483 -4.0966 3.7041 0.444
H -2.6568 -4.2401 4.8155 0.585
H -3.5292 -3.3491 2.7931 0.314
H -3.9816 -5.1031 2.5452 0.404
H -2.6069 -4.4256 1.7877 0.190
C -3.1314 4.7769 -1.4740 -1.300
C -3.1246 3.3445 -1.9995 0.214
N -4.0716 3.2050 -3.0894 0.234
C -5.3942 3.2466 -2.5062 -0.143
C -6.6137 3.3378 -3.4070 -1.530
C -3.8953 2.0147 -3.8589 -0.307
C -2.8106 2.2149 -4.9060 -1.160
H -4.0637 4.9376 -0.9885 0.281
H -3.0610 5.4627 -2.3128 0.422
H -2.2584 4.9447 -0.8362 0.178
H -2.0977 3.0668 -2.3382 0.367
H -3.4350 2.5909 -1.2196 -0.360
H -5.5498 2.3851 -1.8766 0.235
H -5.3589 4.0517 -1.7523 0.207
H -6.5099 4.2252 -3.9884 0.391
H -6.6662 2.4631 -4.0893 0.285
H -7.4878 3.2580 -2.8106 0.446
H -4.7753 1.6729 -4.3928 0.364
H -3.7058 1.2148 -3.2015 0.284
H -3.1141 1.7891 -5.8578 0.504
H -1.8324 1.8199 -4.6753 -0.047
H -2.6278 3.2724 -5.1041 0.358
C -4.7459 2.6160 1.2368 -1.294
C -3.3437 2.1480 1.7105 0.896
N -3.2189 0.6515 1.6901 0.431
C -2.5052 0.1405 0.5545 0.901
C -2.7966 -1.3752 0.2127 -0.888
C -2.6646 0.0546 2.9288 0.933
C -3.4488 0.3049 4.1950 -1.564
H -4.7301 2.4281 0.2078 -0.028
H -4.8794 3.6737 1.3582 0.337
H -5.5660 1.9809 1.6396 0.349
H -2.6786 2.6817 1.0337 -0.549
H -3.1738 2.4161 2.7382 0.188
H -2.8850 0.7118 -0.3286 -0.815
H -1.4246 0.2435 0.6692 0.115
H -2.1284 -2.0053 0.8308 -0.319
H -3.8985 -1.6576 0.3114 0.329
H -2.5223 -1.4910 -0.8541 0.404
H -1.5984 0.4271 3.0733 -0.264
H -2.4658 -0.9946 2.7645 -0.358
H -3.6425 1.3581 4.3511 0.372
H -2.9554 -0.1436 5.0697 0.397
H -4.4898 -0.0401 4.0165 0.395
C 0.0901 -0.0863 -2.2217 -0.519
C 1.0416 -0.0047 -1.0206 -0.145
N 0.8070 -0.9516 0.0210 1.364
C 0.7918 -2.3516 -0.3455 -0.646
C 2.2259 -2.8982 -0.5290 -0.724
C 1.4122 -0.5860 1.2969 0.010
C 0.9884 -1.3518 2.5330 -0.706
H 0.1416 -0.9504 -2.8189 0.671
H 0.3219 0.7627 -2.8456 -0.176
H -0.9524 0.2039 -1.9253 -0.367
H 2.0886 -0.0609 -1.3517 0.604
H 0.8747 0.9792 -0.6112 -0.749
H 0.1529 -2.9360 0.3022 -0.094
H 0.2837 -2.3740 -1.2886 0.495
H 2.7020 -2.2476 -1.2603 -0.261
H 2.8970 -2.8170 0.3669 0.208
H 2.1803 -3.8479 -0.9699 0.646
H 1.3022 0.5160 1.4355 -0.436
H 2.5524 -0.6795 1.2286 0.380
H 1.5986 -2.3143 2.6170 0.284
H -0.0838 -1.5031 2.5538 -0.280
H 1.3212 -0.7589 3.4314 0.406
C 3.4268 -0.6653 -4.9367 -0.527
C 3.5631 0.0249 -6.1041 -0.344
C 4.0928 1.3281 -6.1471 -0.430
C 4.5905 1.9024 -4.9932 -0.651
C 4.3598 1.2266 -3.7809 -0.427
C 3.7128 -0.0223 -3.7566 0.092
H 3.0062 -1.6827 -4.9820 0.353
H 3.3091 -0.4906 -7.0484 0.351
H 4.2002 1.7860 -7.1261 0.412
H 4.9572 2.9091 -5.0448 0.469
H 4.6741 1.7725 -2.8383 0.298
H 3.5295 -0.5609 -2.8493 0.391
C 0.4745 3.7077 -6.9177 -0.714
C 1.2921 4.8497 -6.5905 -0.439
C 2.0448 4.8674 -5.4662 -0.665
C 2.0650 3.7593 -4.6221 -0.572
C 1.3096 2.6885 -4.8883 0.870
C 0.5257 2.6045 -6.0240 -0.563
H -0.1598 3.6270 -7.7825 0.444
H 1.2467 5.6683 -7.2739 0.419
H 2.7121 5.7113 -5.2472 0.359
H 2.7437 3.6855 -3.7870 0.604
H 1.3812 1.7868 -4.2799 -0.154
H 0.0163 1.6842 -6.3161 0.494
C 8.5022 -3.3225 0.8849 -0.555
C 7.2510 -2.7707 0.5888 -0.334
C 6.2805 -3.5079 -0.0335 -0.027
C 6.4920 -4.8776 -0.2126 -0.200
C 7.6957 -5.4790 0.1143 -0.532
C 8.6672 -4.6813 0.6906 -0.211
H 9.2683 -2.6855 1.3223 0.337
H 7.0648 -1.7388 0.7321 0.397
H 5.2514 -3.2096 -0.2946 0.209
H 5.8088 -5.5665 -0.7544 0.279
H 7.8187 -6.5472 0.0362 0.356
H 9.6303 -5.1886 0.8570 0.292
```

Structure (SMILES): CCN(CC)CC.CCN(CC)CC.CCN(CC)CC.CCN(CC)CC.CCN(CC)CC.c1ccccc1.c1ccccc1.c1ccccc1
2S+1: 1



For each record above, in turn, the calculated Kohn-Sham gap values are 7.08, 6.16, 8.32 eV.
For each record above, in turn, the calculated max |F| values are 0.0525, 0.0448, 0.0623 hartree/bohr.